Molecular formula: C92H192F12N13O22S8
Method: DFT, ωB97M-V/def2-TZVPD

Atoms and positions in Å:
C (6.70310, -5.62771, 0.87140)
C (6.97311, -4.52574, -0.11643)
C (5.84259, -4.34930, -1.18957)
N (5.87554, -2.96681, -1.89839)
C (4.58058, -2.95625, -2.86948)
C (4.50530, -1.63052, -3.76541)
C (5.76360, -1.60885, -4.57857)
C (7.10010, -1.61178, -3.75166)
C (7.16471, -2.80267, -2.80139)
C (5.72405, -1.71113, -0.96128)
H (6.28814, -6.53900, 0.44074)
H (6.11808, -5.21240, 1.69199)
H (7.64767, -5.88984, 1.34803)
H (7.93005, -4.70487, -0.60663)
H (7.20375, -3.61166, 0.43072)
H (4.90372, -4.35761, -0.63589)
H (5.95547, -5.14201, -1.92914)
H (4.66279, -3.76140, -3.59959)
H (3.70028, -3.15299, -2.25754)
H (3.62951, -1.64645, -4.41414)
H (4.30618, -0.68380, -3.26326)
H (5.76958, -2.35148, -5.37643)
H (5.77937, -0.67634, -5.14272)
H (7.88321, -1.70048, -4.50464)
H (7.39456, -0.71795, -3.20171)
H (7.10859, -3.71949, -3.38824)
H (8.05702, -2.95771, -2.19489)
H (5.65804, -0.73659, -1.44502)
H (6.58311, -1.70210, -0.29043)
H (4.81521, -1.74099, -0.36028)
C (-0.61041, -6.14526, 6.54950)
C (-0.87796, -6.03233, 5.05466)
C (-2.35138, -6.28170, 4.74099)
N (-2.72562, -6.38635, 3.19809)
C (-4.20877, -6.78647, 3.11995)
C (-4.73630, -6.75682, 1.67470)
C (-4.67468, -5.40035, 0.91585)
C (-3.21369, -4.78165, 1.12686)
C (-2.68213, -4.96123, 2.58794)
C (-1.92823, -7.42289, 2.40457)
H (-1.37438, -5.57335, 7.07616)
H (0.30599, -5.62262, 6.82367)
H (-0.55637, -7.18259, 6.87985)
H (-0.27938, -6.76374, 4.51166)
H (-0.67076, -5.06939, 4.58787)
H (-3.15009, -5.63671, 5.10723)
H (-2.60729, -7.20666, 5.25775)
H (-4.69070, -6.11225, 3.82797)
H (-4.15990, -7.82973, 3.43193)
H (-5.76703, -7.10885, 1.71651)
H (-4.24336, -7.42952, 0.97285)
H (-5.37445, -4.67344, 1.32820)
H (-4.82355, -5.40613, -0.16392)
H (-3.21092, -3.69876, 1.00266)
H (-2.45025, -5.18924, 0.46420)
H (-3.31028, -4.41972, 3.29526)
H (-1.67895, -4.53522, 2.57251)
H (-2.12055, -7.36420, 1.33327)
H (-2.20274, -8.36565, 2.87781)
H (-0.88793, -7.16099, 2.59767)
C (3.17802, 1.62634, -5.96742)
C (2.20102, 2.80673, -5.68225)
C (2.65460, 4.15145, -6.32588)
N (1.66104, 5.32099, -6.25528)
C (2.32493, 6.46790, -7.03664)
C (1.48690, 7.69253, -7.19208)
C (0.06330, 7.35527, -7.76770)
C (-0.66831, 6.27945, -7.01324)
C (0.24408, 5.00760, -6.85813)
C (1.38114, 5.72498, -4.75561)
H (3.19626, 0.97128, -5.09642)
H (4.16856, 1.98634, -6.24554)
H (2.87221, 1.12540, -6.88591)
H (2.11457, 2.95217, -4.60546)
H (1.16079, 2.56580, -5.90127)
H (2.87730, 3.98100, -7.37919)
H (3.61150, 4.37081, -5.85224)
H (2.39000, 5.97438, -8.00634)
H (3.38280, 6.50542, -6.77661)
H (2.06009, 8.31899, -7.87552)
H (1.39196, 8.20861, -6.23670)
H (0.06984, 7.07762, -8.82172)
H (-0.50907, 8.28041, -7.83565)
H (-1.58610, 5.94623, -7.49774)
H (-0.99749, 6.72209, -6.07314)
H (0.58122, 4.65342, -7.83230)
H (-0.18216, 4.18252, -6.28746)
H (0.98342, 4.81714, -4.30203)
H (0.74329, 6.60718, -4.81008)
H (2.29028, 6.12142, -4.30350)
C (5.01602, 6.94674, 5.34572)
C (3.77288, 6.44010, 6.07050)
C (2.51414, 6.49330, 5.11895)
N (1.24137, 5.88194, 5.79388)
C (1.36072, 4.36135, 6.07400)
C (1.16917, 3.65610, 4.74402)
C (0.04284, 4.15297, 3.85525)
C (0.02183, 5.67504, 3.64851)
C (0.05849, 6.37500, 5.01037)
C (1.04584, 6.50081, 7.25973)
H (4.84789, 7.93979, 4.92896)
H (5.39630, 6.18947, 4.66013)
H (5.93921, 7.00992, 5.92177)
H (3.66363, 7.15080, 6.88969)
H (4.00148, 5.39708, 6.28947)
H (2.78404, 5.86299, 4.27160)
H (2.35634, 7.51863, 4.78443)
H (2.27559, 4.25720, 6.65732)
H (0.45645, 4.17521, 6.65343)
H (2.05662, 3.65676, 4.11116)
H (1.19378, 2.62027, 5.08248)
H (0.03476, 3.64228, 2.89232)
H (-0.93069, 3.86296, 4.25051)
H (0.78261, 6.01385, 2.94528)
H (-0.94227, 5.93233, 3.20986)
H (0.16776, 7.45809, 4.95512)
H (-0.86232, 6.23605, 5.57684)
H (1.88393, 6.22040, 7.89775)
H (0.05444, 6.32655, 7.67787)
H (1.15189, 7.57511, 7.10897)
C (6.78321, 2.97323, 4.56373)
C (5.88921, 1.88002, 3.84466)
C (5.92227, 0.59688, 4.61039)
N (5.40721, -0.70727, 3.86719)
C (3.92957, -0.66835, 3.60994)
C (3.17415, -0.75671, 4.94405)
C (3.46431, -2.05463, 5.78681)
C (5.04385, -2.20103, 5.85508)
C (5.75882, -2.05191, 4.54806)
C (6.05492, -0.73674, 2.46893)
H (6.33457, 3.34498, 5.48493)
H (6.85440, 3.83676, 3.90241)
H (7.76434, 2.55576, 4.79004)
H (6.27068, 1.65844, 2.84793)
H (4.90645, 2.34805, 3.78780)
H (5.33239, 0.87349, 5.48425)
H (6.92995, 0.36717, 4.95665)
H (3.78438, 0.26754, 3.07038)
H (3.68010, -1.53613, 2.99935)
H (3.33484, 0.10017, 5.59830)
H (2.12105, -0.67322, 4.67554)
H (2.95621, -2.17543, 6.74355)
H (2.98665, -2.87983, 5.25861)
H (5.36208, -1.51301, 6.63831)
H (5.37506, -3.11978, 6.33915)
H (6.84014, -2.17116, 4.47998)
H (5.35448, -2.78253, 3.84750)
H (5.55154, -0.01052, 1.83072)
H (5.95232, -1.73692, 2.04798)
H (7.13348, -0.69643, 2.62121)
C (-5.03670, 1.26799, -1.10364)
C (-5.85740, 1.72705, 0.09675)
C (-5.28601, 3.08349, 0.65473)
N (-6.16493, 3.78719, 1.71614)
C (-6.42917, 2.82294, 2.86464)
C (-5.15920, 2.66911, 3.76472)
C (-4.61082, 3.93908, 4.35062)
C (-4.21512, 4.77518, 3.17100)
C (-5.46088, 5.07939, 2.23650)
C (-7.45778, 4.28105, 1.02284)
H (-3.99497, 1.14834, -0.80605)
H (-5.10221, 1.94190, -1.95783)
H (-5.40601, 0.31287, -1.47708)
H (-5.82398, 1.01448, 0.92090)
H (-6.91437, 1.84864, -0.14018)
H (-5.30664, 3.89223, -0.07576)
H (-4.25179, 3.04272, 0.99652)
H (-6.87106, 1.85661, 2.62164)
H (-7.19629, 3.39570, 3.38578)
H (-4.33925, 2.13489, 3.28474)
H (-5.48792, 2.05641, 4.60415)
H (-3.73387, 3.66244, 4.93588)
H (-5.35033, 4.32595, 5.05173)
H (-3.36586, 4.33459, 2.64877)
H (-3.96780, 5.73681, 3.62065)
H (-5.14497, 5.66110, 1.37053)
H (-6.22259, 5.58408, 2.83080)
H (-7.19656, 4.69278, 0.04800)
H (-7.97235, 4.97989, 1.68234)
H (-8.11662, 3.44846, 0.77616)
C (-1.16027, -0.36739, -8.17515)
C (-2.21559, 0.80882, -8.07543)
C (-3.58755, 0.27770, -8.68878)
C (-4.77666, 1.20894, -8.42989)
C (-4.98301, 1.41417, -6.93587)
C (-3.81291, 2.04776, -6.21651)
N (-2.57298, 1.22168, -6.58093)
O (-1.37041, 1.36399, -5.89393)
C (-4.01066, 1.95276, -4.69551)
C (-3.67293, 3.48313, -6.72611)
C (-1.67883, 1.99797, -8.75150)
H (-1.40177, -1.12205, -7.42664)
H (-0.13615, -0.01382, -8.05576)
H (-1.30089, -0.90262, -9.11422)
H (-3.95098, -0.65180, -8.25058)
H (-3.55314, 0.00496, -9.74354)
H (-5.69500, 0.77800, -8.82868)
H (-4.57043, 2.14484, -8.94921)
H (-5.21589, 0.48029, -6.42426)
H (-5.90781, 1.98053, -6.82591)
H (-4.39881, 0.95277, -4.50202)
H (-4.77170, 2.61547, -4.28353)
H (-3.14812, 2.19027, -4.07285)
H (-4.07892, 3.67000, -7.72027)
H (-2.69383, 3.94813, -6.61108)
H (-4.16783, 4.15628, -6.02608)
H (-0.93033, 2.48376, -8.12551)
H (-2.41729, 2.77072, -8.96513)
H (-1.11084, 1.75165, -9.64861)
C (-0.82856, -2.10510, 5.46824)
C (-1.28008, -1.22412, 6.68898)
C (-2.11720, 0.03568, 6.19983)
C (-2.82866, 0.91717, 7.22010)
C (-3.87528, 0.04568, 7.92746)
C (-3.27627, -1.18666, 8.65979)
N (-2.21169, -1.94021, 7.73284)
O (-1.87935, -3.29043, 8.06394)
C (-4.47502, -2.00587, 9.07689)
C (-2.45809, -0.88133, 9.87587)
C (0.00932, -0.87006, 7.48674)
H (-0.01263, -2.79133, 5.69501)
H (-0.52443, -1.45252, 4.64986)
H (-1.62351, -2.68133, 4.99482)
H (-2.93808, -0.29899, 5.56559)
H (-1.43827, 0.65686, 5.61562)
H (-3.42570, 1.69395, 6.74233)
H (-2.16780, 1.41625, 7.92881)
H (-4.63566, -0.25217, 7.20550)
H (-4.33883, 0.78275, 8.58316)
H (-4.11734, -2.85079, 9.66535)
H (-4.93577, -2.39051, 8.16702)
H (-5.21625, -1.45035, 9.65141)
H (-2.14780, -1.75280, 10.45237)
H (-3.08482, -0.23157, 10.48670)
H (-1.58853, -0.22555, 9.83199)
H (-0.26798, -0.27686, 8.35814)
H (0.67433, -0.30322, 6.83517)
H (0.55260, -1.77146, 7.77032)
C (2.50117, -6.61271, -4.14174)
C (1.41873, -5.80629, -4.95035)
C (1.75527, -4.34233, -4.69398)
C (0.83955, -3.42487, -5.58022)
C (1.14358, -3.70947, -7.02195)
C (0.91687, -5.20968, -7.44167)
N (1.54919, -6.11007, -6.38651)
O (1.60894, -7.54090, -6.73153)
C (1.70893, -5.25714, -8.75522)
C (-0.59502, -5.51739, -7.72058)
C (0.05911, -6.14747, -4.32250)
H (3.38527, -6.76693, -4.76037)
H (2.14064, -7.50186, -3.62452)
H (3.10101, -6.04455, -3.43077)
H (2.80044, -4.16904, -4.95032)
H (1.59914, -4.03783, -3.65909)
H (0.92566, -2.34559, -5.45439)
H (-0.19163, -3.50877, -5.23711)
H (2.17143, -3.40378, -7.21737)
H (0.50470, -3.15223, -7.70709)
H (2.78732, -5.40686, -8.70283)
H (1.46498, -4.43237, -9.42481)
H (1.47135, -6.17064, -9.30036)
H (-0.76033, -6.58329, -7.87745)
H (-0.93368, -5.13928, -8.68518)
H (-1.31129, -5.16385, -6.97893)
H (-0.75454, -5.66037, -4.85989)
H (-0.03903, -5.80754, -3.29152)
H (-0.21729, -7.20176, -4.33580)
C (0.01808, 0.86907, -2.49806)
C (0.08808, -0.42641, -1.71135)
C (1.40939, -0.57476, -0.90289)
C (1.46925, 0.20761, 0.48478)
C (0.32699, -0.18834, 1.39001)
C (-1.03426, 0.09110, 0.77074)
N (-1.06711, -0.54168, -0.68555)
O (-2.32872, -0.97797, -1.13893)
C (-1.30750, 1.59421, 0.78353)
C (-2.09142, -0.62137, 1.60826)
C (0.00374, -1.60979, -2.68537)
H (0.18330, 1.77390, -1.91317)
H (-0.97379, 0.86326, -2.94999)
H (0.78262, 0.82064, -3.27345)
H (2.19704, -0.16709, -1.53654)
H (1.84667, -1.54404, -0.66334)
H (1.51808, 1.25100, 0.17328)
H (2.41512, 0.02482, 0.99467)
H (0.45251, 0.20299, 2.39957)
H (0.27454, -1.24896, 1.63581)
H (-2.34001, 1.73278, 0.46285)
H (-0.81927, 2.22438, 0.04014)
H (-1.19448, 2.06903, 1.75814)
H (-3.12980, -0.71798, 1.29115)
H (-2.14547, -0.39351, 2.67280)
H (-1.90334, -1.69070, 1.70448)
H (0.62371, -1.37979, -3.55189)
H (-1.00177, -1.79497, -3.06324)
H (0.30228, -2.51694, -2.15996)
N (-3.22667, 5.91247, -1.14440)
S (-1.79125, 6.03158, -0.73497)
O (-0.83776, 6.78636, -1.56823)
O (-1.30716, 5.14354, 0.34027)
F (-1.97073, 7.25933, 0.26192)
S (-2.85850, 4.61424, -2.16255)
O (-2.51165, 3.36121, -1.49233)
O (-2.23035, 4.94390, -3.44171)
F (-4.35832, 4.27664, -2.46251)
N (0.94189, -5.18245, 1.63290)
S (1.70290, -4.09635, 2.25251)
O (0.84614, -3.21143, 3.01210)
O (2.96117, -3.57002, 1.69629)
F (2.26235, -5.03481, 3.46453)
S (0.63069, -4.22097, 0.24227)
O (1.66706, -4.00184, -0.74819)
O (-0.38991, -3.17171, 0.39313)
F (-0.27224, -5.35719, -0.50441)
N (4.44462, 4.02239, -1.04665)
S (3.98935, 3.07495, 0.28410)
O (4.33221, 1.65158, 0.33367)
O (2.86543, 3.59803, 1.03094)
F (5.27955, 3.61766, 1.14043)
S (3.72173, 3.20040, -2.08840)
O (2.24707, 3.30113, -2.07537)
O (4.24888, 1.85575, -2.39933)
F (4.17968, 4.06457, -3.32013)
C (-3.73640, -3.57655, -3.71918)
F (-4.23271, -4.71415, -4.17668)
F (-4.51902, -3.07273, -2.71181)
F (-2.50489, -3.75906, -3.18617)
S (-3.53213, -2.39744, -5.24665)
O (-4.90289, -1.97015, -5.62170)
O (-2.76792, -1.18330, -4.85882)
O (-2.81295, -3.10747, -6.30062)
C (-5.81514, -1.55573, 3.74903)
F (-4.88033, -1.81677, 2.78331)
F (-5.41795, -0.46123, 4.42350)
F (-7.02520, -1.40186, 3.13729)
S (-5.83468, -3.03780, 5.03068)
O (-6.42862, -4.19586, 4.35959)
O (-4.41535, -3.23932, 5.23232)
O (-6.49093, -2.56233, 6.24062)

The charge is +5. Its strongest force on any atom is 0.2440 Eh/bohr. Its frontier orbital gap is 3.866 eV. For the calculated total energy, the calculation gives -10369.114347 hartree. The highest occupied orbital energy comes out at -16.10 eV.

Atom charges from the Mulliken analysis, given in e for atoms 1 to 99: C -1.353; C -0.497; C -0.176; N 0.649; C -0.685; C 0.782; C -0.992; C -0.896; C -0.788; C -1.178; H 0.353; H 0.215; H 0.434; H 0.448; H 0.232; H -0.218; H 0.645; H 0.541; H -0.086; H 0.290; H -0.416; H 0.388; H 0.392; H 0.547; H 0.316; H 0.426; H 0.554; H 0.579; H 0.539; H 0.120; C -1.434; C 0.878; C -0.757; N 0.100; C -0.519; C -0.750; C -0.927; C 0.091; C 1.376; C -0.944; H 0.208; H 0.391; H 0.448; H 0.180; H -0.449; H 0.329; H 0.442; H 0.491; H 0.417; H 0.519; H 0.301; H 0.340; H 0.476; H -0.497; H 0.229; H -0.159; H -0.739; H 0.413; H 0.281; H 0.290; C -1.513; C 2.146; C -1.419; N 0.445; C -0.663; C -0.848; C -1.077; C -0.702; C -0.113; C -0.888; H 0.069; H 0.559; H 0.500; H -0.846; H -0.582; H 0.449; H 0.609; H 0.486; H 0.536; H 0.479; H 0.317; H 0.371; H 0.447; H 0.581; H 0.224; H 0.498; H -0.075; H 0.092; H 0.640; H 0.248; C -1.484; C -0.095; C -0.276; N 0.082; C -1.327; C 0.233; C 0.857; C -0.496; C -1.034